# C21H24N4O4

The molecule C21H24N4O4 in a non-equilibrium geometry (ωB97M-V with the def2-TZVPD basis set, the Open Molecules 2025 dataset).

Each atom is followed by the atoms it is bonded to, with distances in Å.
Geometry (Å):
1 C 3.2579 2.7473 -1.9790  O2 1.409, H30 1.094, H31 1.094, H32 1.089
2 O 4.0314 1.9452 -1.1171  C1 1.409, C3 1.363
3 C 3.5044 0.7619 -0.6945  O2 1.363, C4 1.391, C29 1.390
4 C 4.3140 -0.0190 0.1232  C3 1.391, C5 1.384, H33 1.078
5 C 3.8634 -1.2354 0.6052  C4 1.384, C6 1.385, H34 1.078
6 C 2.5940 -1.6901 0.2904  C5 1.385, O7 1.376, C9 1.405
7 O 2.0473 -2.8799 0.7152  C6 1.376, C8 1.406
8 C 2.8125 -3.6903 1.5715  O7 1.406, H35 1.089, H36 1.094, H37 1.095
9 C 1.7689 -0.8966 -0.5249  C6 1.405, N10 1.398, C29 1.386
10 N 0.4889 -1.3859 -0.7995  C9 1.398, C11 1.360, H38 1.011
11 C -0.5772 -0.7103 -1.3053  N10 1.360, O12 1.213, C13 1.523
12 O -0.5458 0.4513 -1.6540  C11 1.213
13 C -1.8346 -1.5663 -1.3704  C11 1.523, C14 1.530, H39 1.092, H40 1.092
14 C -3.0225 -0.7551 -1.8908  C13 1.530, C15 1.527, H41 1.091, H42 1.092
15 C -4.3767 -1.2211 -1.3605  C14 1.527, C16 1.531, H43 1.093, H44 1.092
16 C -4.5541 -1.1045 0.1559  C15 1.531, C17 1.528, H45 1.091, H46 1.090
17 C -4.2778 0.2913 0.7132  C16 1.528, N18 1.455, H47 1.092, H48 1.095
18 N -2.8647 0.5372 0.9597  C17 1.455, N19 1.327, C27 1.399
19 N -2.2080 -0.4405 1.5700  N18 1.327, N20 1.244
20 N -1.0108 -0.3468 1.8949  N19 1.244, C21 1.373
21 C -0.3014 0.7986 1.6309  N20 1.373, C22 1.399, C26 1.406
22 C 1.0380 0.8833 2.0259  C21 1.399, C23 1.375, H49 1.078
23 C 1.7514 2.0276 1.7578  C22 1.375, C24 1.396, H50 1.080
24 C 1.1541 3.0986 1.0914  C23 1.396, C25 1.377, H51 1.080
25 C -0.1638 3.0313 0.6978  C24 1.377, C26 1.394, H52 1.079
26 C -0.9056 1.8832 0.9706  C21 1.406, C25 1.394, C27 1.459
27 C -2.3151 1.7751 0.6085  N18 1.399, C26 1.459, O28 1.213
28 O -2.9925 2.6340 0.0852  C27 1.213
29 C 2.2313 0.3109 -1.0236  C3 1.390, C9 1.386, H53 1.075
30 H 2.3111 3.0396 -1.5153  C1 1.094
31 H 3.0525 2.2353 -2.9240  C1 1.094
32 H 3.8593 3.6344 -2.1721  C1 1.089
33 H 5.2998 0.3375 0.3740  C4 1.078
34 H 4.5179 -1.8189 1.2324  C5 1.078
35 H 2.1869 -4.5527 1.7969  C8 1.089
36 H 3.0589 -3.1705 2.5026  C8 1.094
37 H 3.7346 -4.0285 1.0880  C8 1.095
38 H 0.3354 -2.3160 -0.4332  N10 1.011
39 H -2.0316 -1.9397 -0.3634  C13 1.092
40 H -1.6387 -2.4296 -2.0100  C13 1.092
41 H -2.8670 0.2939 -1.6344  C14 1.091
42 H -3.0378 -0.8038 -2.9812  C14 1.092
43 H -4.5395 -2.2635 -1.6455  C15 1.093
44 H -5.1498 -0.6223 -1.8473  C15 1.092
45 H -5.5877 -1.3617 0.3940  C16 1.091
46 H -3.9137 -1.8146 0.6797  C16 1.090
47 H -4.6153 1.0709 0.0265  C17 1.092
48 H -4.8052 0.4130 1.6654  C17 1.095
49 H 1.4814 0.0428 2.5348  C22 1.078
50 H 2.7860 2.0983 2.0581  C23 1.080
51 H 1.7338 3.9875 0.8899  C24 1.080
52 H -0.6488 3.8449 0.1805  C25 1.079
53 H 1.5708 0.8889 -1.6442  C29 1.075

For the LUMO energy, the calculation gives 0.22 eV. Its SMILES is COc1ccc(OC)c(NC(=O)CCCCCn2nnc3ccccc3c2=O)c1. The calculation puts the total energy at -36316.5134 eV. The calculation puts the HOMO energy at -7.8 eV. As for the net charge: 0. For the energy above the lowest of the compared OMol25 structures with the same formula, charge and spin, the calculation gives 289.3 kJ/mol.

Quick look at the natural (NBO) charges, all values in e: -0.253, -0.499, 0.305, -0.272, -0.265, 0.224, -0.519, -0.246, 0.206, -0.628, 0.696, -0.622, -0.513, -0.408, -0.389, -0.416, -0.232, -0.258, 0.021, -0.232, 0.169, -0.206, -0.185, -0.210, -0.150, -0.175, 0.651, -0.598, -0.344, 0.181, 0.179, 0.198, 0.224, 0.221, 0.201, 0.177, 0.176, 0.422, 0.231, 0.228, 0.227, 0.213, 0.200, 0.204, 0.217, 0.221, 0.245, 0.208, 0.230, 0.225, 0.219, 0.238, 0.265